Entry from OMol25: a molecular structure, AlBH38O17 (wB97M-V/def2-TZVPD).

Geometry as XYZ:
```
57
Properties=species:S:1:pos:R:3:forces:R:3
Al -0.12044 0.47984 0.25818 0.620 -0.066 -0.612
B 2.87119 0.01491 -0.60999 -2.173 0.546 -0.965
H 2.26439 -0.31832 -1.43764 -2.171 -1.170 -2.705
H 2.71127 1.08199 -0.60578 -0.291 4.429 -0.554
H 2.43219 -0.45521 0.25633 -1.958 -3.206 3.788
H 3.92970 -0.18749 -0.66319 4.151 -0.305 0.628
O 0.32031 -0.25650 -2.79801 -0.094 0.470 0.538
H -0.34069 -0.58112 -3.40951 -0.425 -0.105 -0.080
H 1.06179 -0.85181 -2.90784 0.378 -0.090 -0.020
O -4.18834 -2.40457 0.54264 0.149 0.235 0.105
H -4.61502 -3.15650 0.95346 -0.167 -0.400 0.017
H -4.88385 -1.75297 0.45374 -0.407 0.103 0.032
O -2.44141 -0.99855 -1.00211 1.129 0.500 0.251
H -2.90363 -1.51551 -0.34232 -0.054 -0.616 0.619
H -3.11919 -0.75077 -1.63096 0.047 0.407 -0.544
O 0.90475 2.54549 -1.76447 -0.336 -0.260 0.638
H 1.13958 2.33140 -2.66738 0.071 -0.381 -0.336
H 1.24042 3.43221 -1.63301 0.085 0.270 0.220
O -0.81833 3.59248 0.88105 0.327 -0.555 -0.075
H -0.89244 3.90436 1.78298 -0.120 0.033 0.340
H -1.27631 4.25243 0.36052 -0.133 0.174 -0.300
O -0.86736 1.28024 3.14166 0.244 -0.053 -0.604
H -1.60385 1.19232 3.74671 -0.319 -0.221 0.131
H -0.23614 1.82675 3.60976 0.450 0.219 0.058
O -3.12712 0.98709 1.22475 0.502 -0.371 0.092
H -3.93171 0.86482 0.72083 -0.132 0.022 -0.343
H -3.37699 1.57616 1.93664 0.033 0.331 0.207
O 1.36441 -1.00020 2.65874 -0.420 0.196 -0.454
H 0.99799 -0.69604 3.48908 -0.236 0.157 0.253
H 2.22054 -1.35950 2.89151 0.352 -0.177 -0.078
O 4.97469 -0.03889 1.51067 -0.023 0.453 0.348
H 4.72240 -0.72809 2.12515 0.231 -0.317 0.225
H 4.31552 -0.08192 0.81794 0.138 -0.060 0.043
O -3.55736 0.32313 -3.34496 0.078 -0.078 0.319
H -4.28725 -0.27828 -3.49259 -0.427 -0.107 -0.151
H -3.14841 0.41989 -4.20497 0.146 0.106 -0.381
O 3.80679 -2.67970 -0.81628 -0.041 -0.473 0.148
H 3.53722 -1.77510 -0.65735 -0.055 -0.121 0.028
H 3.86398 -2.74916 -1.76924 0.210 -0.190 -0.328
O -1.78557 -4.38373 1.19320 0.359 -0.144 0.138
H -2.55606 -4.09219 1.68063 -0.137 -0.031 0.113
H -1.84163 -3.92153 0.35686 -0.149 0.129 -0.310
O 4.12988 2.07898 -2.31891 -0.061 0.114 -0.482
H 4.20248 2.93093 -1.88862 0.282 0.287 0.041
H 3.75103 1.50526 -1.65291 0.163 0.114 -0.075
O 1.69240 2.33834 1.75741 -0.721 -0.480 -0.070
H 1.59705 3.28701 1.84212 -0.202 0.380 -0.173
H 2.63756 2.18901 1.78175 0.512 -0.368 0.002
O 0.33885 -2.43814 -0.61527 -0.446 0.721 0.261
H 0.69908 -2.85648 -1.39723 0.238 0.006 -0.251
H 0.29181 -3.14097 0.03284 0.092 -0.225 0.505
O -1.53264 -1.50626 2.13003 0.193 0.607 -0.540
H -2.42175 -1.30144 2.41945 -0.393 0.297 -0.162
H -1.24816 -2.21254 2.71009 0.532 -0.373 0.004
O -1.96132 1.94311 -1.69485 0.759 -0.304 0.596
H -2.51198 1.31455 -2.16166 -0.389 -0.422 -0.241
H -2.42407 2.77675 -1.77939 0.006 0.359 0.149
```
Forces are in eV/Å.

The calculation puts the HOMO-LUMO gap at 3.764 eV. The LUMO energy comes out at -11.9 eV. The value obtained for the energy above the lowest of the compared OMol25 structures with the same formula, charge and spin is 26.46 kcal per mole. The value obtained for the energy is -1568.26933 Ha. Its charge is +2.

=====

Entry from OMol25: a molecular structure, C27H28N6O13PtS4 (wB97M-V/def2-TZVPD).

Geometry as XYZ:
```
79
Properties=species:S:1:pos:R:3:forces:R:3
Pt -0.27026 -0.15214 -0.33972 0.018 -0.132 -0.202
C 5.49766 -2.20048 -4.92107 0.000 0.001 -0.002
C 4.90606 -1.69252 -3.63340 -0.004 -0.006 0.004
C 4.13537 -2.52332 -2.82711 0.006 0.002 -0.004
C 3.60411 -2.06243 -1.63174 0.003 0.002 0.010
C 3.83408 -0.75383 -1.23874 -0.031 -0.042 0.003
C 4.60632 0.08838 -2.02475 -0.003 0.011 0.001
C 5.13734 -0.38446 -3.21352 0.001 -0.002 0.000
S 3.06837 -0.13964 0.24456 -0.019 -0.041 -0.130
O 2.78648 -1.29884 1.04125 0.012 -0.004 0.040
O 3.92927 0.89894 0.75094 0.004 0.014 -0.008
N 1.69332 0.47402 -0.30628 0.070 0.115 0.171
C 1.36657 1.80916 -0.35438 -0.026 0.036 0.126
C 2.11142 2.98467 -0.28121 0.003 0.002 0.020
C 1.41123 4.17540 -0.32898 0.004 -0.012 -0.007
C 0.02365 4.19701 -0.44412 -0.019 0.002 -0.001
C -0.64718 2.99168 -0.51450 -0.007 0.008 -0.070
N 0.02331 1.84950 -0.49176 -0.026 -0.084 0.109
H 4.94644 -3.06457 -5.29121 -0.001 0.001 0.000
H 6.53786 -2.50481 -4.78024 0.000 0.000 0.001
H 5.48176 -1.42966 -5.69270 0.000 0.000 0.001
H 3.93777 -3.54266 -3.13868 0.001 -0.001 -0.001
H 3.01106 -2.70840 -0.99772 0.007 0.006 -0.004
H 4.78733 1.10434 -1.69819 -0.005 -0.001 0.000
H 5.73683 0.27524 -3.83151 0.000 -0.001 0.000
H 3.17908 2.94713 -0.13957 0.002 -0.004 0.003
H 1.95656 5.10875 -0.25663 -0.001 0.000 0.003
H -0.52832 5.12529 -0.45539 0.007 0.002 -0.001
H -1.72322 2.90942 -0.58728 -0.002 -0.011 0.004
O -3.13837 -2.54907 -0.82003 0.060 0.060 0.033
S -2.94340 -1.22808 -1.47981 -0.038 -0.135 0.113
O -4.21399 -0.60118 -1.79703 0.004 -0.004 -0.009
O -2.27540 -0.32674 -0.38944 0.045 0.213 -0.084
O -2.01852 -1.34328 -2.60198 0.014 0.011 -0.029
C -5.27940 -5.72684 -2.46409 0.003 -0.017 0.007
C -4.79950 -4.99669 -1.21930 0.001 -0.030 0.000
S -3.60930 -5.98776 -0.35687 -0.046 0.010 -0.077
O -4.27147 -7.15095 0.20389 0.004 0.001 0.020
O -2.47423 -6.21141 -1.22345 -0.010 -0.006 0.011
C -3.08696 -4.93619 0.99511 0.011 0.021 -0.010
C -1.60077 -5.11289 1.31128 -0.010 -0.023 0.028
N -0.77879 -4.14132 0.59536 0.053 -0.015 0.014
C -0.82935 -2.81550 0.83389 0.052 0.039 0.092
N -0.22754 -2.15299 -0.14244 -0.056 -0.014 -0.200
C 0.17474 -3.04858 -1.07945 -0.015 -0.026 0.044
C -0.15188 -4.28881 -0.63072 0.177 -0.008 0.046
N 0.33700 -5.52050 -1.14894 -0.489 -0.194 -0.174
O 0.37987 -6.49082 -0.40657 0.182 0.115 0.007
O 0.68266 -5.53126 -2.31746 0.174 0.057 0.101
C -1.47408 -2.16454 1.99516 -0.027 0.014 -0.018
H -6.07981 -5.15229 -2.92964 0.013 0.013 -0.007
H -5.65777 -6.72181 -2.22480 -0.015 0.004 -0.004
H -4.46603 -5.82424 -3.18148 0.004 -0.012 0.004
H -5.60731 -4.80894 -0.50910 0.005 -0.023 0.005
H -4.29153 -4.05029 -1.43434 -0.025 0.006 0.002
H -3.70966 -5.20586 1.84658 0.003 -0.008 -0.002
H -3.28952 -3.90884 0.67579 -0.023 0.001 0.014
H -1.23617 -6.10253 1.05503 -0.024 0.003 0.014
H -1.43696 -4.95739 2.37618 0.005 0.012 -0.004
H 0.67709 -2.76266 -1.98484 -0.017 0.008 -0.009
H -1.45730 -2.80226 2.87850 -0.009 -0.005 -0.002
H -2.50102 -1.90892 1.72530 0.000 0.006 0.003
H -0.94792 -1.23072 2.20564 0.011 -0.013 0.015
O -1.53536 1.61180 6.70222 -0.003 -0.004 -0.004
S -0.32810 2.02197 6.01624 0.006 0.007 0.011
O 0.26809 3.25080 6.49954 -0.002 -0.003 -0.002
N -0.48621 2.00143 4.42540 0.016 0.010 -0.014
C 0.30652 1.08278 3.84221 0.159 -0.126 0.067
O 0.41898 0.82719 2.64557 -0.173 0.198 -0.062
C 1.13124 0.30090 4.84987 -0.017 -0.004 0.004
C 2.03835 -0.71112 4.58870 0.003 0.000 -0.010
C 2.67942 -1.30061 5.67258 -0.003 -0.001 0.004
C 2.41431 -0.88144 6.97623 0.002 -0.001 0.000
C 1.50373 0.13972 7.22742 0.002 0.008 -0.002
C 0.87791 0.71325 6.13790 -0.006 -0.005 -0.003
H 2.22965 -1.01073 3.56428 0.005 0.000 0.006
H 3.39664 -2.09566 5.50553 0.000 0.001 -0.001
H 2.92684 -1.35813 7.80409 -0.001 0.000 0.000
H 1.29310 0.47273 8.23588 -0.001 0.000 0.000
```
Forces are in eV/Å.

The calculation puts the HOMO-LUMO gap at 7.349 eV. The LUMO energy comes out at 3.7 eV. The value obtained for the energy above the lowest of the compared OMol25 structures with the same formula, charge and spin is 10.87 kcal per mole. The value obtained for the energy is -4064.49633 Ha. Its charge is -2.

=====

Entry from OMol25: a molecular structure, C30H25BCeN9O6S2Te (wB97M-V/def2-TZVPD).

Geometry as XYZ:
```
75
Properties=species:S:1:pos:R:3:forces:R:3
Ce 0.60779 1.07746 -0.72832 0.374 0.108 0.070
C 4.94657 2.22716 1.92097 -0.618 0.634 -1.218
C 4.01096 1.29226 1.39534 -0.180 2.058 -0.593
N 3.19017 1.84482 0.50380 0.339 1.429 -0.534
N 3.59548 3.16680 0.34503 0.640 -1.519 1.956
C 4.63510 3.42123 1.21756 -1.223 -1.812 -0.786
B 2.91863 4.23206 -0.55410 0.859 1.075 -0.377
N 2.87226 3.73733 -2.02886 -0.205 -2.309 -0.979
C 3.68821 3.98015 -3.09808 -3.021 -2.185 -0.835
C 3.24860 3.18859 -4.19893 0.091 0.383 1.542
C 2.20784 2.43180 -3.65403 1.414 1.093 1.505
N 2.06155 2.65322 -2.35861 -0.529 1.720 0.316
N 1.55804 4.73204 0.04831 0.624 -2.232 -0.119
C 1.24954 5.89040 0.61712 -1.556 -0.352 -0.117
C -0.04181 5.75825 1.11526 0.449 1.701 0.540
C -0.40300 4.45174 0.91470 -0.969 -1.417 -0.122
N 0.57835 3.80481 0.28008 -0.026 0.091 -0.329
H 5.75889 1.98880 2.60411 -0.331 0.381 -0.176
H 3.84112 0.27218 1.56664 0.158 -1.165 0.572
H 4.97581 4.42856 1.13533 0.691 0.276 0.531
H 3.67934 5.21670 -0.61220 -0.369 -0.450 0.313
H 4.48265 4.60018 -2.97144 1.977 1.887 0.090
H 3.58245 2.96180 -5.19933 0.469 0.713 0.086
H 1.60957 1.72951 -4.11190 -1.053 -1.527 -0.886
H 1.89152 6.72422 0.62393 0.671 0.693 -0.192
H -0.62609 6.55904 1.53695 -0.032 -0.083 0.198
H -1.37834 3.97080 1.21410 1.481 0.350 -0.569
O 4.57551 -4.03802 -1.66639 0.135 1.394 0.017
C 4.14920 -4.07868 -0.42296 -0.903 -0.878 1.718
O 4.35913 -5.03112 0.34450 -0.081 1.601 -1.464
C 3.27348 -2.92748 0.06312 0.520 0.477 -1.246
C 2.88469 -2.74767 1.35251 1.323 -3.626 2.794
N 2.14398 -1.69968 1.48393 -1.675 2.444 0.520
N 1.94550 -1.05601 0.30473 1.233 -1.263 -0.304
C 2.66716 -1.79386 -0.55957 -0.454 0.304 -1.259
C 2.66627 -1.37069 -2.05737 -0.534 0.712 1.164
O 3.52036 -1.89365 -2.79594 -0.028 -0.081 0.192
O 1.80129 -0.48402 -2.33662 0.825 -0.420 0.144
H 4.36713 -3.08948 -2.05261 -0.357 -1.147 -0.109
H 3.06739 -3.43623 2.23272 -0.121 1.063 -1.252
H 1.74957 -1.32867 2.36558 -0.003 -0.272 -0.651
O -2.43850 -1.86181 -2.22174 1.184 3.483 1.169
C -2.10889 -0.70818 -1.75982 -1.567 -1.830 0.470
O -1.04692 -0.43174 -1.06444 -0.879 -0.672 -0.956
C -3.19025 0.43975 -1.74090 -0.141 -2.308 -0.107
C -4.50724 0.05223 -1.38621 0.232 1.137 -0.119
C -5.50949 1.05510 -1.31653 0.982 0.006 0.039
C -5.16477 2.41871 -1.51960 -0.682 -0.982 -0.387
C -3.89094 2.70611 -2.00451 -0.756 1.324 1.368
C -2.89566 1.75026 -2.04809 1.340 0.145 -0.338
S -1.25331 2.33481 -2.42584 -0.296 0.067 -0.276
H -4.64148 -1.00004 -1.09056 -0.309 0.596 -0.435
H -6.54858 0.82293 -1.12451 0.042 -0.220 0.370
H -5.95436 3.18153 -1.28962 0.988 -0.582 -0.564
H -3.53978 3.73616 -2.10190 -0.362 -0.191 -0.235
S 0.12763 -0.61107 4.08203 0.216 -0.516 0.770
C -0.05961 0.25194 2.72769 -0.543 1.417 -2.150
N -0.21643 0.85940 1.72421 0.436 -0.776 1.261
C -3.42035 -4.96642 3.90487 -0.020 -1.335 0.422
Te -2.82145 -2.97936 4.44267 0.464 -0.576 -0.591
C -1.93330 -3.19975 2.39092 -0.972 2.716 2.012
C -2.92400 -3.97541 1.66083 -0.774 -0.079 -1.406
C -3.22060 -3.81844 0.28229 0.804 1.083 -0.209
C -4.17660 -4.56850 -0.37400 0.705 -0.135 -0.238
C -4.77141 -5.57837 0.37888 -0.369 1.212 -0.718
C -4.57311 -5.67525 1.71773 0.204 -0.187 2.059
C -3.63418 -4.89922 2.40797 -0.496 -0.477 -0.382
H -4.30365 -5.37261 4.43345 0.132 0.574 -0.320
H -2.62338 -5.70747 4.20288 -0.411 0.878 -0.521
H -1.03510 -3.68796 2.55108 1.867 -0.979 0.246
H -1.74829 -2.12591 2.26332 -0.083 -0.488 -1.116
H -2.72044 -3.06048 -0.35324 -0.054 -0.341 0.759
H -4.35331 -4.32946 -1.45385 -0.026 -0.552 1.176
H -5.56504 -6.13636 0.00020 -1.137 -1.024 -0.926
H -5.24909 -6.28176 2.32527 0.277 -0.240 -0.279
```
Forces are in eV/Å.

The calculation puts the HOMO-LUMO gap (spin up / spin down) at 6.063 / 6.062 eV. The LUMO energy (spin up / spin down) comes out at 3.5 / 3.5 eV. As for the expectation value of S²: 0.751. The spin multiplicity is 2. The value obtained for the energy above the lowest of the compared OMol25 structures with the same formula, charge and spin is 42.74 kcal per mole. The value obtained for the energy is -3667.20486 Ha. Its charge is -2.

=====

Entry from OMol25: C5H7NO in the gas phase (wB97M-V/def2-TZVPD).

Geometry as XYZ:
```
14
Properties=species:S:1:pos:R:3:forces:R:3
C -0.01107 1.71361 0.88936 -0.007 0.070 0.032
C 0.48450 0.49580 0.10503 -0.023 0.085 -0.037
C 1.32169 -0.42936 0.87953 0.724 -0.855 0.591
N 1.99227 -1.18826 1.44442 -0.857 0.967 -0.623
C -0.71292 -0.22945 -0.55821 -0.307 0.103 -0.116
O -1.74728 0.37665 -0.71073 0.413 -0.265 0.065
C -0.53380 -1.64588 -1.03822 -0.061 -0.031 -0.016
H -0.68320 1.41151 1.69703 0.143 0.014 -0.098
H 0.81355 2.29737 1.30498 -0.060 -0.160 -0.071
H -0.58290 2.33378 0.19755 0.075 -0.007 0.164
H 1.11964 0.84387 -0.72378 -0.109 -0.080 0.047
H -1.48430 -1.98272 -1.45395 0.160 -0.008 0.030
H -0.21982 -2.30582 -0.22295 -0.029 0.132 -0.100
H 0.24362 -1.69111 -1.81004 -0.061 0.035 0.132
```
Forces are in eV/Å.

The calculation puts the HOMO-LUMO gap at 10.894 eV. The LUMO energy comes out at 0.6 eV. The value obtained for the energy above the lowest of the compared OMol25 structures with the same formula, charge and spin is 11.57 kcal per mole. The value obtained for the energy is -324.70603 Ha.